Entry 1:
94
Properties=species:S:1:pos:R:3:forces:R:3:lowdin_charge:R:1 method="wB97M-V/def2-TZVPD" relative_energy_kj_mol=71.1 total_charge=+1 lumo_energy_ev=-2.456 homo_ev=-11.4 gap_ha=0.3294
Cl 1.30682 4.63032 -3.32085 0.0 0.0 0.1 0.5957
Mg 0.98478 1.05523 0.20329 -0.3 0.0 0.2 0.6575
O 0.98917 2.19625 -1.66765 0.0 0.3 0.2 -0.0759
O -0.99318 1.70672 0.66198 -0.3 -0.3 0.5 -0.0948
O 0.88208 -4.17500 2.52727 -0.1 0.0 -0.1 0.0148
O 1.43293 3.09080 0.28910 0.0 0.2 -0.5 -0.0676
N 1.80105 1.11770 2.50203 0.2 0.0 -0.1 -0.2650
N 1.28391 -2.85434 0.74947 -0.1 0.0 0.0 0.1363
N -3.16200 1.13339 0.96168 0.0 0.2 0.0 0.2162
N 2.94399 0.31520 -0.25866 0.4 -0.4 0.2 -0.2841
N -0.14296 -0.20554 -1.21683 0.0 -0.1 -0.1 0.2237
N -0.54395 -0.96768 1.75243 0.0 0.1 -0.3 0.1797
C 0.33697 -4.18129 -1.51205 0.0 0.0 0.0 -0.0310
C -0.75289 -0.22929 -3.76038 0.1 0.1 -0.2 -0.5598
C 1.97900 -4.10800 0.43526 -0.2 -0.1 0.0 -0.2312
C -0.32773 -2.10081 2.41816 -0.1 -0.1 0.0 -0.1936
C -1.49176 -1.52552 -4.11573 -0.1 0.0 0.1 -0.0226
C -3.35747 4.21815 1.79283 0.0 0.0 0.0 -0.0373
C -1.96064 0.89779 1.24478 -0.3 0.2 -0.3 -0.2864
C 3.22544 1.08393 2.09104 -0.1 0.0 0.0 -0.1723
C 0.24576 -6.08689 -2.98484 0.0 0.0 0.0 -0.0787
C -5.34092 3.55558 0.61766 0.0 0.0 -0.1 -0.0319
C 1.81041 -4.94961 1.72886 0.1 0.1 -0.1 -0.0522
C 1.48388 2.41846 3.12695 0.0 -0.1 0.0 -0.0704
C -2.37245 -0.50427 3.23447 -0.1 0.0 0.0 0.0213
C -1.06777 -2.47612 3.53208 0.1 0.0 0.0 0.0290
C -0.22345 -4.83983 -2.60168 0.0 0.0 0.0 -0.0811
C 1.23056 3.20196 -0.96134 0.2 0.0 -0.1 -0.7096
C -1.73168 2.64850 -0.17736 0.0 0.0 -0.1 -0.0551
C 3.47503 -0.03047 1.08550 -0.1 0.1 0.0 -0.1636
C 2.89880 -0.91692 -1.08186 0.0 0.1 -0.1 -0.0729
C 0.58852 -0.13175 -4.51391 0.0 0.0 0.1 -0.0214
C 1.37146 -4.77215 -0.79402 0.0 0.0 0.1 -0.1797
C 1.28713 -6.67507 -2.27790 0.0 0.0 0.0 -0.0716
C 1.84570 -6.02106 -1.19042 0.0 0.0 0.0 -0.0430
C 0.68146 -3.02562 1.84638 0.0 -0.1 0.1 -0.3138
C -2.09254 -1.64483 3.96221 0.1 0.0 0.0 -0.0124
C -1.60906 1.00653 -4.07557 0.0 0.0 0.1 -0.0248
C -3.97333 3.42694 0.82997 0.0 -0.2 0.0 -0.1873
C -4.09533 5.14593 2.51483 0.0 0.0 0.0 -0.0716
C 3.84722 1.27534 -0.92597 -0.1 0.0 0.0 -0.0565
C 1.59011 0.08809 3.53413 0.0 0.0 0.0 -0.0748
C -6.08264 4.47545 1.34479 0.0 0.0 0.0 -0.0692
C 1.25914 4.60491 -1.54600 0.0 -0.2 -0.1 -0.4729
C -5.45837 5.27703 2.29129 0.0 0.0 0.0 -0.0780
C -1.57166 -0.22251 2.13411 0.1 0.1 -0.2 -0.1933
C -3.21004 2.33912 0.10001 0.1 0.0 0.4 -0.2117
C -0.43541 -0.22284 -2.32548 -0.1 -0.2 0.0 -0.0903
H 3.87930 0.94340 2.95888 0.0 0.0 0.1 0.1345
H 1.37577 -5.92686 1.54287 -0.1 0.0 0.0 0.1284
H 2.12413 5.13851 -1.16585 0.0 0.0 0.0 0.0865
H 3.88535 -1.39138 -1.10817 0.1 0.0 0.0 0.1029
H -2.55225 0.98877 -3.52436 0.0 0.0 0.0 0.0892
H 1.89444 -0.89522 3.18127 0.0 0.0 0.0 0.0784
H 1.64985 3.23094 2.42960 0.0 0.0 0.0 0.0716
H 2.73345 -5.06265 2.29419 0.0 0.1 0.0 0.1292
H 2.16591 -1.61601 -0.68325 0.1 0.2 0.0 0.0425
H 1.14100 0.75112 -4.18705 0.0 0.0 0.0 0.0874
H -2.48298 -1.54643 -3.65806 0.0 0.0 0.0 0.0982
H 4.84529 0.84105 -1.03397 0.0 0.0 0.0 0.1036
H 3.46946 2.05240 1.65279 0.0 0.0 0.0 0.1148
H -0.19643 -6.60093 -3.82906 0.0 0.0 0.0 0.1071
H -1.03722 -4.37736 -3.14856 0.0 -0.1 0.1 0.0884
H -0.02807 -3.20713 -1.20990 0.0 0.0 0.0 0.0928
H -0.93611 -2.40434 -3.78362 0.0 0.1 -0.1 0.0589
H -6.03494 5.99697 2.85854 0.0 0.0 0.0 0.1075
H -3.19802 0.14961 3.48000 0.0 0.0 0.0 0.1270
H 2.61235 -0.65482 -2.09965 0.0 0.1 0.0 0.0838
H -1.44367 3.65485 0.10824 0.1 0.0 0.1 0.1235
H 3.03183 -3.90376 0.23442 0.1 0.0 0.0 0.1472
H -2.67399 -1.89413 4.84057 0.0 0.0 0.0 0.1220
H -1.83592 1.00923 -5.14277 0.0 0.0 0.0 0.0982
H 4.54417 -0.25807 1.02811 0.1 0.0 -0.1 0.1351
H -2.29722 4.10979 1.99989 0.0 0.0 0.0 0.1118
H 0.38641 -0.04166 -5.58153 0.0 0.0 0.0 0.0973
H 2.95835 -0.93706 1.41173 0.1 0.0 -0.1 0.1032
H -1.44982 2.46817 -1.21032 0.1 -0.1 0.0 0.1160
H 2.09927 2.57686 4.02127 0.0 0.0 0.0 0.0995
H 1.66370 -7.64736 -2.57379 0.0 0.1 0.0 0.1089
H 0.54116 0.04576 3.81733 0.0 0.0 0.0 0.0800
H -0.83228 -3.39973 4.04065 0.0 0.0 0.0 0.1263
H 2.66085 -6.48758 -0.64362 -0.1 0.0 0.0 0.1208
H -5.82898 2.91928 -0.11495 0.0 0.1 0.1 0.1170
H 0.43492 2.42449 3.42947 0.0 0.0 0.0 0.0945
H 3.45519 1.51458 -1.91184 0.0 0.0 0.0 0.0941
H -3.73679 2.08547 -0.81788 0.0 0.0 0.0 0.1422
H 0.36445 5.13577 -1.22777 0.0 0.0 0.1 0.0827
H -7.14893 4.56107 1.17675 0.0 0.0 0.0 0.1083
H -1.61035 -1.57828 -5.19878 0.0 0.0 0.0 0.1002
H -3.60634 5.76186 3.25875 0.0 0.0 0.0 0.1067
H 2.17471 0.32582 4.43051 0.0 0.0 0.0 0.1034
H 3.92220 2.20268 -0.36160 0.0 0.0 0.0 0.0890
H 1.19801 -1.02221 -4.34933 0.0 0.0 0.0 0.0913
H -1.06529 1.92259 -3.83416 0.0 0.0 0.0 0.0835

Entry 2:
90
Properties=species:S:1:pos:R:3:forces:R:3:mulliken_spin:R:1 method="wB97M-V/def2-TZVPD" spin_multiplicity=6 total_charge=+1 lumo_energy_ev="-3.654 / -3.644" homo_ev="-8.2 / -8.5" gap_ha="0.1668 / 0.1772"
Mn 0.32682 0.71579 0.32403 0.8 -0.3 0.3 4.6643
O -0.56939 -1.22948 0.00851 -2.3 -0.5 1.0 0.0761
O -0.44078 0.95621 -1.61973 -1.2 0.8 -1.0 0.0171
N -0.19333 0.22942 2.52442 -0.7 -2.2 1.2 0.0025
N -3.58236 -2.30882 -1.99670 0.5 -0.4 1.4 0.0031
N -0.66587 2.57929 0.81713 -1.6 1.0 -1.8 -0.0016
N 2.33551 0.91744 0.18098 -2.3 1.5 -0.6 0.2278
N -1.27886 -0.72407 -3.54148 -0.2 1.8 0.0 0.0053
C 0.14395 1.09857 3.64987 1.0 2.1 -0.5 -0.0063
C 3.12465 -3.77384 0.85369 -0.1 -0.8 1.3 0.0013
C 3.47937 -2.40671 1.32590 0.0 1.9 -0.6 -0.0154
C -1.19092 1.83075 -2.18349 0.4 -0.4 1.2 -0.0009
C -3.20860 -3.50972 1.11754 -0.3 -0.8 -0.1 0.0057
C -3.37347 -1.88362 -0.77306 0.8 -0.2 -0.4 -0.0020
C -1.40671 -1.97577 -4.20216 -1.2 -2.0 -0.4 0.0005
C -2.90718 -3.46656 -2.66675 -1.2 -0.5 -0.2 -0.0008
C 5.08165 -0.42195 4.17075 -0.7 -0.4 -1.5 -0.0002
C -2.77730 3.76094 -3.53993 0.2 -0.8 -1.3 -0.0012
C -1.83297 -2.94637 3.04170 -0.5 0.7 -2.0 0.0000
C -3.65055 4.77618 -4.24652 2.3 0.3 -0.1 0.0000
C -2.56035 3.84684 -2.15336 -0.1 0.6 0.1 -0.0022
C 2.96295 -1.36068 0.55571 -1.0 0.4 -0.1 -0.0839
C -1.77670 2.96163 -1.44982 1.4 -1.6 -0.6 -0.0320
C -1.74562 0.38587 -4.12916 1.8 -0.6 2.0 0.0015
C -1.60099 1.65468 -3.54751 -0.1 -1.0 -0.2 0.0088
C 3.10003 2.01777 -0.40602 0.4 -1.0 -0.9 0.0735
C -0.42497 -0.98828 2.95517 1.5 1.6 -1.1 0.0356
C 0.21474 2.60048 3.17735 0.5 -1.5 -0.2 0.0566
C 4.34973 -0.73265 2.86395 -0.5 0.7 0.2 -0.0028
C -2.60348 -2.53476 0.31563 0.5 1.3 -0.9 -0.0029
C -2.22925 2.67856 -4.23756 -1.4 2.5 -1.4 0.0136
C 3.59213 3.08524 0.52973 -0.7 1.1 1.0 -0.0175
C -1.56279 3.05315 -0.01048 0.2 -0.1 1.7 0.0676
C 3.63332 0.28809 2.20263 -0.1 -1.4 -0.5 -0.0751
C 4.27366 -2.05694 2.42088 -1.2 0.1 -0.6 0.0244
C -1.19384 -1.98089 2.28000 -0.1 -0.1 -2.3 -0.0100
C -1.42803 -1.82481 0.78119 0.9 -0.6 1.5 -0.0117
C 4.32657 1.35831 -1.02130 0.8 -0.3 -0.7 0.0007
C -2.84048 -3.72418 2.42076 0.4 0.8 1.1 0.0010
C -1.52573 -3.14578 -3.20454 0.6 -0.5 0.1 0.0017
C -3.64806 -4.55224 3.33728 -1.8 -1.1 -1.1 -0.0003
C 2.33800 2.65319 -1.57444 1.6 -0.7 -0.7 0.0607
C -0.91285 2.98737 2.21934 0.2 0.7 0.1 -0.0039
C 2.93043 0.00932 0.97713 2.2 -2.1 1.0 -0.0456
H 2.90692 3.49670 -1.98391 0.1 -0.2 0.1 -0.0014
H 4.95198 2.09954 -1.55102 -0.2 -0.3 0.2 0.0005
H 4.72081 -1.06674 4.92745 0.0 -1.0 0.8 -0.0003
H 6.14048 -0.48898 4.04619 0.7 -0.2 0.1 -0.0004
H 2.19469 1.93093 -2.40089 -0.1 0.2 0.5 -0.0034
H 3.69084 -4.04026 -0.03085 0.1 -0.3 -0.1 -0.0003
H -3.57748 -3.69437 -3.51665 0.3 0.1 0.3 0.0001
H 1.14012 0.85724 4.13950 -1.3 -0.1 -0.3 -0.0078
H -2.27608 2.65860 -5.40111 -0.3 -0.2 2.2 -0.0002
H 4.02618 0.56202 -1.74446 0.2 0.6 0.5 -0.0018
H -1.69272 -3.01743 4.11077 0.2 0.0 0.1 -0.0002
H 2.42690 -1.65804 -0.38740 0.4 0.6 0.9 0.0006
H 2.04590 -3.81500 0.61759 0.5 0.0 0.0 -0.0018
H -2.97216 4.75811 -1.69723 0.1 -0.6 0.3 -0.0001
H 4.31870 3.68898 -0.01207 0.1 0.2 0.2 -0.0004
H -0.81950 -2.91831 -2.39099 -0.2 -0.3 0.0 -0.0009
H -2.27937 -1.97978 -4.90318 0.5 0.2 0.6 -0.0003
H -2.92137 -4.40302 -2.05408 0.1 1.2 -0.1 0.0002
H 1.23349 2.81724 2.81571 -0.5 0.0 -0.5 -0.0082
H 1.42880 3.04965 -1.26464 -2.0 0.6 0.6 -0.0112
H -0.56693 -2.19699 -4.83678 0.7 0.2 -0.2 0.0001
H -3.78980 -0.88444 -0.51295 0.2 -0.6 -0.5 -0.0001
H -3.33732 4.86088 -5.27200 -0.1 -0.4 -0.7 -0.0001
H -1.88630 2.58421 2.51990 0.2 -0.3 0.2 -0.0105
H -2.32216 0.29161 -5.03519 0.1 -0.2 -0.3 0.0001
H -3.09216 -5.39920 3.65296 0.5 -0.8 0.7 0.0000
H -3.42009 5.77670 -3.91016 -0.4 0.3 0.6 0.0000
H 4.06492 2.66537 1.42533 0.0 0.1 -0.4 0.0021
H -0.72067 1.11687 4.32307 0.5 -0.5 0.3 -0.0011
H 4.93034 0.89199 -0.23157 0.0 0.1 -0.3 -0.0004
H 0.04165 -1.33124 3.87265 -0.4 0.3 0.7 0.0003
H 3.54866 1.25376 2.68037 0.2 0.1 -0.1 -0.0013
H 3.30807 -4.48667 1.69048 0.0 0.1 -0.8 0.0000
H -1.06951 4.09029 2.26828 0.3 -0.6 -0.2 0.0012
H -2.41159 3.54871 0.46662 0.1 0.6 0.0 0.0058
H 4.63528 -2.86204 2.99954 0.8 -0.6 0.8 0.0014
H 0.13074 3.17910 4.06963 -0.2 0.6 0.7 -0.0009
H 2.77305 3.77293 0.88858 0.6 -0.6 -0.4 0.0027
H -0.73178 -0.60219 -2.63679 -0.6 0.0 -1.1 0.0046
H -4.12265 -4.04879 4.17220 0.4 0.4 0.2 0.0000
H -3.99287 -4.17257 0.71112 0.1 0.7 0.2 0.0005
H -4.67320 4.53318 -4.21482 -1.3 -0.1 0.2 -0.0001
H -4.20235 -1.78137 -2.59633 0.0 0.2 0.1 -0.0002
H 4.85146 0.54240 4.52410 -0.2 1.5 0.2 0.0000
H -4.50983 -4.95707 2.77366 0.3 0.0 0.2 0.0001
H -1.20420 -4.11951 -3.65785 0.0 1.0 0.2 -0.0001